1.
C43H47BaClN6O4S | wB97M-V/def2-TZVPD

The geometry in XYZ format:
```
103
Properties=species:S:1:pos:R:3:lowdin_charge:R:1
Ba 0.1553 0.1426 -0.5186 1.815
C 0.6732 -4.5985 -1.3440 -0.086
C 0.7720 -3.2655 -0.6569 -0.341
N -0.3855 -2.4975 -0.4480 -0.146
N -1.5111 -3.0818 -0.6457 0.041
C -2.6392 -2.3950 -0.5028 -0.353
O -2.5632 -1.0102 -0.1457 -0.282
C -3.9106 -3.0227 -0.4432 -0.180
C -5.0621 -2.3694 0.0619 -0.072
C -6.2938 -3.0027 0.1067 -0.131
C -6.4537 -4.3091 -0.3356 -0.157
C -5.3232 -4.9757 -0.8217 -0.134
C -4.0920 -4.3641 -0.8768 -0.049
C 1.9924 -2.7406 -0.2898 -0.300
C 3.2365 -3.4186 -0.6095 -0.066
C 4.4312 -2.9148 -0.2037 -0.142
C 4.4905 -1.7010 0.5261 -0.143
C 3.2832 -1.0711 0.7512 -0.240
N 2.0859 -1.5197 0.3891 -0.110
H -0.3528 -4.9583 -1.2959 0.042
H 1.3159 -5.3490 -0.8744 0.058
H 0.9551 -4.5478 -2.4060 0.069
H -4.9724 -1.3640 0.4540 0.082
H -7.1444 -2.4608 0.5082 0.088
H -7.4192 -4.7983 -0.2999 0.071
H -5.4135 -6.0006 -1.1681 0.085
H -3.2297 -4.8961 -1.2555 0.093
H 3.2084 -4.3235 -1.2010 0.076
H 5.3467 -3.4391 -0.4636 0.082
H 5.4222 -1.2603 0.8528 0.062
H 3.2784 -0.1029 1.2506 0.083
C -2.2944 -1.9879 2.7714 -0.036
C -2.3059 -0.4675 2.9409 -0.371
C -3.7255 0.0560 3.1617 -0.053
C -1.3773 -0.0425 4.0570 -0.134
C -1.6312 -0.4686 5.3576 -0.054
C -0.7989 -0.1208 6.4047 -0.098
C 0.3257 0.6494 6.1488 -0.058
C 0.6196 1.0957 4.8661 -0.141
C 1.9373 1.8014 4.5916 -0.373
C 2.9658 0.7555 4.1544 -0.050
C 2.4644 2.6195 5.7681 -0.089
C -0.2614 0.7668 3.8110 -0.173
N 0.0134 1.2335 2.5022 0.052
C -0.0726 2.5117 2.3531 -0.145
C 0.3802 3.2868 1.2462 -0.365
C 0.3534 4.6889 1.2107 -0.077
C 1.0555 5.0583 0.0656 -0.069
C 1.4752 3.8557 -0.5374 -0.306
N 1.0693 2.7873 0.1667 -0.002
C 2.2612 3.6996 -1.8226 -0.549
C 3.2835 2.5665 -1.6912 -0.050
C 3.0082 4.9955 -2.1480 -0.076
C 1.2967 3.3902 -2.9733 -0.038
H -3.0121 -2.2976 2.0121 0.062
H -2.5550 -2.4864 3.7097 0.074
H -1.3079 -2.3373 2.4596 0.091
H -1.9434 -0.0253 2.0153 0.081
H -4.1778 -0.3848 4.0549 0.071
H -4.3534 -0.2017 2.3073 0.060
H -3.7307 1.1421 3.2791 0.080
H -2.5024 -1.0860 5.5459 0.103
H -1.0136 -0.4570 7.4125 0.089
H 0.9927 0.8972 6.9654 0.093
H 1.8045 2.4913 3.7598 0.115
H 3.1783 0.0684 4.9788 0.083
H 3.9021 1.2271 3.8453 0.079
H 2.5845 0.1677 3.3209 0.061
H 2.7762 1.9842 6.6009 0.063
H 1.7133 3.3209 6.1379 0.079
H 3.3395 3.1915 5.4523 0.073
H -0.4825 3.1164 3.1747 0.136
H -0.1041 5.3347 1.9475 0.085
H 1.2529 6.0617 -0.2800 0.077
H 3.9487 2.7405 -0.8426 0.087
H 3.8863 2.4985 -2.6021 0.082
H 2.8103 1.5958 -1.5473 0.045
H 3.7018 5.2606 -1.3464 0.082
H 2.3145 5.8269 -2.2883 0.070
H 3.5779 4.8741 -3.0735 0.075
H 0.7003 2.5039 -2.7657 0.048
H 1.8431 3.2153 -3.9064 0.088
H 0.5983 4.2143 -3.1316 0.091
Cl -2.9049 1.4963 -0.6358 0.566
C -3.1421 -0.2229 -1.1437 -0.600
H -2.6579 -0.3482 -2.1124 0.055
H -4.2175 -0.3687 -1.2281 0.076
O -1.5003 2.1184 -4.7157 -0.312
S -1.2948 0.6945 -4.6258 0.599
O -2.4651 -0.1357 -4.7634 -0.312
N -0.4290 0.2874 -3.3258 -0.174
C 0.8109 -0.1391 -3.6448 -0.581
O 1.6828 -0.4288 -2.8249 -0.078
C 1.0430 -0.2092 -5.1292 -0.127
C 2.1825 -0.6234 -5.7940 -0.001
C 2.1708 -0.5951 -7.1827 -0.084
C 1.0446 -0.1591 -7.8792 -0.090
C -0.0962 0.2593 -7.2039 -0.043
C -0.0659 0.2205 -5.8244 -0.205
H 3.0424 -0.9576 -5.2280 0.122
H 3.0455 -0.9158 -7.7353 0.095
H 1.0601 -0.1465 -8.9623 0.094
H -0.9740 0.6019 -7.7360 0.115
```

**Charge**: -2
**2S+1**: 1
**ΔE to the lowest compared entry with this formula, charge and spin**: 35.9 kcal/mol
**Strongest force on any atom**: 0.012 Eh/bohr
**HOMO-LUMO gap**: 3.7 eV
**E_HOMO**: 0.2405 eV

***

2.
C43H47F2N10O8RuSSi2 | wB97M-V/def2-TZVPD

The geometry in XYZ format:
```
114
Properties=species:S:1:pos:R:3:lowdin_charge:R:1
Ru 0.0845 -0.4481 0.5744 1.397
F 5.2747 -1.8428 0.4996 0.053
C 4.3615 -0.8766 0.2547 -0.274
C 3.0530 -1.0755 0.6193 -0.101
C 2.0850 -0.1087 0.3602 -0.199
C 2.4781 1.0572 -0.3433 -0.127
C 3.8238 1.2165 -0.6710 -0.214
F 4.2550 2.3093 -1.3520 0.043
C 4.7851 0.2783 -0.3750 0.055
C 1.4076 1.9742 -0.7333 -0.253
C 1.5653 3.1764 -1.4238 -0.007
C 0.4522 3.9127 -1.7807 -0.057
C -0.8076 3.4425 -1.4424 -0.055
C -0.8929 2.2397 -0.7653 -0.149
N 0.1764 1.5334 -0.4210 -0.009
H 2.7742 -2.0052 1.0936 0.082
H 5.8183 0.4305 -0.6511 0.125
H 2.5449 3.5350 -1.6912 0.103
H 0.5716 4.8443 -2.3196 0.105
H -1.7078 3.9821 -1.7045 0.105
H -1.8543 1.8146 -0.5071 0.072
S 0.6230 3.5221 2.2179 0.661
C -0.6178 4.5638 1.8752 -0.893
N -1.9227 4.2842 1.7076 0.034
C -2.7235 5.4592 1.4103 -0.137
C -1.7399 6.6108 1.6778 -0.153
N -0.4634 5.9137 1.7400 -0.004
H -2.2696 3.3618 1.5018 0.092
H -3.5967 5.5018 2.0614 0.115
H -3.0720 5.4401 0.3736 0.112
H -1.9688 7.1139 2.6226 0.111
H -1.7338 7.3571 0.8823 0.107
H 0.3711 6.3451 2.0919 0.118
C 3.3756 -1.2517 3.5349 -0.181
Si 1.5100 -1.6815 3.5896 0.465
C 1.2560 -1.9045 5.4727 -0.203
C 1.1991 -3.3979 2.8535 -0.184
C 0.4610 -0.3259 2.7662 -0.420
Si -1.0505 0.0532 3.8458 0.441
C -2.3751 1.2533 3.2157 -0.180
C -1.9981 -1.4977 4.4082 -0.166
C -0.3712 0.9729 5.3720 -0.187
H 3.7691 -1.1488 4.5486 0.020
H 3.5604 -0.3145 3.0100 0.023
H 3.9622 -2.0268 3.0375 0.021
H 1.7306 -2.8382 5.7863 0.030
H 0.2070 -1.9485 5.7686 0.007
H 1.7239 -1.0949 6.0359 0.013
H 2.0275 -4.0844 3.0508 0.029
H 1.0466 -3.3336 1.7761 -0.008
H 0.2942 -3.8476 3.2652 0.021
H 1.0777 0.5815 2.8130 -0.033
H -2.1846 1.4811 2.1738 -0.021
H -2.3845 2.1824 3.7874 0.028
H -3.3714 0.8106 3.2732 0.032
H -2.8998 -1.6400 3.8133 0.012
H -2.3170 -1.3964 5.4486 0.033
H -1.4043 -2.4101 4.3274 0.014
H -0.1330 2.0042 5.1006 0.011
H 0.5336 0.5183 5.7726 -0.006
H -1.1140 1.0052 6.1743 0.028
C 0.3639 -0.0365 -4.2380 -0.041
C 0.4926 -0.3229 -2.8940 -0.127
N -0.5570 -0.4545 -2.0805 0.051
C -1.7769 -0.3460 -2.5983 -0.074
C -2.0223 -0.0919 -3.9634 -0.197
C -0.9007 0.0964 -4.7717 -0.027
C -3.3485 0.1003 -4.5539 -0.043
C -4.5336 -0.4864 -4.3215 -0.028
C -4.8805 -1.7114 -3.6078 -0.273
C -4.0005 -2.7722 -3.3621 -0.001
C -4.5256 -3.9058 -2.7772 -0.128
N -5.8105 -4.0183 -2.4503 0.083
C -6.5683 -2.9660 -2.7363 -0.204
N -6.1801 -1.8389 -3.3088 0.125
H 1.2454 0.0908 -4.8523 0.106
H 1.4638 -0.4381 -2.4299 0.103
H -2.6063 -0.4079 -1.9050 0.118
H -1.0386 0.3286 -5.8217 0.114
H -3.3548 0.8670 -5.3233 0.109
H -5.3995 -0.0342 -4.7910 0.107
H -2.9655 -2.7188 -3.6647 0.105
H -3.9092 -4.7732 -2.5604 0.097
H -7.6200 -3.0463 -2.4801 0.108
O 1.2965 -2.2869 -1.0029 -0.155
N 0.9916 -3.4875 -1.3427 -0.179
C 1.9527 -4.4428 -1.3397 0.001
C 1.6876 -5.7319 -1.7406 -0.055
C 0.4039 -6.0833 -2.1323 -0.075
C -0.5743 -5.1017 -2.1152 -0.035
C -0.2621 -3.8168 -1.7304 -0.013
H 2.9257 -4.1052 -1.0168 0.136
H 2.4920 -6.4535 -1.7412 0.107
H 0.1772 -7.0934 -2.4420 0.103
H -1.5881 -5.3270 -2.4148 0.094
H -0.9738 -3.0098 -1.6851 0.109
O -6.4315 -4.1729 2.7646 0.061
N -6.6039 -3.1123 2.1877 -0.359
O -7.7122 -2.6248 1.9965 0.043
C -5.4486 -2.3984 1.7087 -0.172
C -4.2089 -3.0275 1.6966 0.053
C -3.0844 -2.3455 1.2351 -0.116
C -3.1433 -0.9454 0.8473 -0.271
O -2.1195 -0.2664 0.5685 -0.170
C -4.4763 -0.3739 0.8366 -0.085
C -5.5960 -1.1117 1.2480 0.056
N -4.7357 0.9711 0.4547 -0.337
O -3.8199 1.7275 0.1112 -0.003
O -5.8985 1.3674 0.4658 0.032
N -1.8938 -3.0483 1.1969 -0.333
O -0.8404 -2.5515 0.6249 -0.222
O -1.8434 -4.2146 1.6567 -0.033
H -4.1073 -4.0542 2.0053 0.117
H -6.5687 -0.6501 1.2278 0.119
```

**Charge**: -1
**2S+1**: 5
**<S²>**: 6.0655
**ΔE to the lowest compared entry with this formula, charge and spin**: 0.0 kcal/mol
**Strongest force on any atom**: 0.027 Eh/bohr
**HOMO-LUMO gap (spin up / spin down)**: 4.7 / 6.8 eV
**E_HOMO (spin up / spin down)**: -3.2164 / -5.3976 eV